C56H54FeN7OP2S as an isolated structure at a distorted geometry. Source: the Open Molecules 2025 dataset; level of theory: ωB97M-V with the def2-TZVPD basis set.

Its highest occupied orbital energy (spin up / spin down) is -9.38 / -9.38 eV. As for the multiplicity: 5. Its charge is +1. The value obtained for the total energy is -4969.2505 hartree.

Last column: Mulliken charge in e.
CARTESIAN COORDINATES (ANGSTROEM)
Fe (-0.826, -1.194, -1.405)  1.19
C (-0.451, 1.650, 2.114)  -1.80
N (0.919, 1.940, 2.312)  0.75
C (1.815, 1.097, 1.528)  -0.79
P (2.782, -0.145, 2.547)  0.23
C (2.307, -1.800, 1.824)  0.42
C (1.895, -2.717, 2.766)  -0.18
C (1.752, -4.072, 2.482)  -0.70
C (1.863, -4.526, 1.182)  -0.67
C (2.259, -3.583, 0.196)  -0.84
C (2.513, -2.252, 0.558)  0.52
C (4.503, 0.097, 1.928)  0.50
C (5.001, 0.323, 0.627)  0.10
C (6.361, 0.530, 0.371)  -0.56
C (7.286, 0.679, 1.411)  -0.61
C (6.740, 0.473, 2.711)  -0.65
C (5.435, 0.135, 2.914)  -0.60
C (1.419, 2.896, 3.186)  2.20
C (2.794, 3.136, 3.265)  -0.79
C (3.215, 4.179, 4.123)  -0.63
C (2.400, 4.994, 4.887)  -0.82
C (1.061, 4.665, 4.849)  -0.63
C (0.602, 3.661, 4.037)  -0.60
P (-1.127, -0.003, 2.642)  1.27
C (-2.894, -0.071, 2.403)  0.62
C (-3.477, -1.356, 2.587)  -0.25
C (-4.834, -1.592, 2.393)  -1.02
C (-5.615, -0.528, 2.153)  -0.65
C (-5.167, 0.775, 2.036)  -0.56
C (-3.784, 1.005, 2.202)  -0.22
C (-1.091, 0.214, 4.501)  0.57
C (-2.118, -0.183, 5.318)  -0.69
C (-2.026, -0.196, 6.710)  -0.93
C (-0.853, 0.128, 7.254)  -0.70
C (0.183, 0.627, 6.444)  -0.95
C (0.077, 0.676, 5.099)  -0.19
H (-0.604, 1.689, 0.978)  0.21
H (-1.176, 2.436, 2.451)  0.60
H (2.574, 1.710, 1.027)  0.98
H (1.180, 0.573, 0.840)  -0.73
H (1.753, -2.283, 3.801)  0.30
H (1.430, -4.656, 3.318)  0.45
H (1.756, -5.558, 0.939)  0.49
H (2.485, -3.849, -0.874)  0.35
H (3.038, -1.639, -0.197)  -0.04
H (4.263, 0.312, -0.187)  0.24
H (6.763, 0.483, -0.697)  0.29
H (8.335, 0.916, 1.240)  0.42
H (7.417, 0.633, 3.528)  0.41
H (5.252, -0.010, 3.959)  0.36
H (3.518, 2.462, 2.844)  0.13
H (4.279, 4.370, 4.057)  0.36
H (2.848, 5.812, 5.451)  0.41
H (0.305, 5.220, 5.442)  0.35
H (-0.483, 3.476, 4.064)  0.14
H (-2.710, -2.154, 2.763)  0.31
H (-5.315, -2.551, 2.557)  0.51
H (-6.673, -0.620, 2.014)  0.37
H (-5.850, 1.558, 1.638)  0.35
H (-3.359, 1.953, 2.103)  0.48
H (-3.083, -0.446, 4.964)  0.38
H (-2.915, -0.409, 7.266)  0.47
H (-0.724, 0.048, 8.325)  0.39
H (1.155, 0.945, 6.842)  0.42
H (0.830, 1.087, 4.443)  0.39
O (-0.736, -2.355, 0.325)  -0.76
H (0.084, -2.927, 0.377)  0.19
H (-0.787, -1.949, 1.220)  -0.08
N (1.968, -3.340, -3.937)  -0.02
C (0.825, -3.253, -3.212)  -1.00
N (0.797, -2.133, -2.487)  0.75
C (1.978, -1.432, -2.734)  -0.18
C (2.322, -0.138, -2.410)  0.54
C (3.461, 0.404, -2.975)  -0.75
C (4.111, -0.372, -3.980)  -0.87
C (3.847, -1.706, -4.305)  -1.31
C (2.715, -2.152, -3.639)  0.87
H (2.211, -4.122, -4.525)  0.25
H (0.151, -4.131, -3.098)  0.38
H (1.679, 0.396, -1.661)  -0.15
H (3.818, 1.363, -2.795)  0.78
H (4.923, 0.180, -4.393)  0.48
H (4.360, -2.321, -5.000)  0.59
C (-3.032, -4.460, -5.922)  -1.03
C (-3.650, -4.825, -4.544)  -0.41
C (-3.358, -3.720, -3.559)  0.18
N (-2.254, -3.092, -3.318)  -0.69
N (-2.413, -2.100, -2.419)  0.91
C (-3.662, -1.957, -1.975)  -0.02
N (-4.024, -0.992, -1.132)  0.12
S (-4.660, -3.154, -2.578)  -0.30
H (-3.576, -4.905, -6.794)  0.34
H (-2.038, -4.951, -5.885)  0.23
H (-2.827, -3.373, -6.023)  0.29
H (-3.409, -5.866, -4.148)  0.30
H (-4.725, -4.759, -4.740)  0.35
H (-3.253, -0.283, -0.955)  -0.07
H (-4.932, -0.996, -0.650)  0.23
N (-1.759, 0.556, -1.445)  -0.18
C (-1.855, 1.330, -2.410)  -0.52
C (-2.893, 2.435, -2.501)  0.47
C (-3.414, 3.079, -1.387)  -0.04
C (-4.328, 4.097, -1.493)  -0.73
C (-4.804, 4.434, -2.799)  -0.36
C (-4.409, 3.718, -3.898)  -0.86
C (-3.344, 2.808, -3.769)  -0.19
C (-0.715, 1.433, -3.431)  0.15
C (0.055, 2.621, -3.488)  -0.30
C (1.103, 2.652, -4.405)  -1.09
C (1.278, 1.648, -5.331)  -0.33
C (0.485, 0.519, -5.328)  -0.61
C (-0.481, 0.363, -4.375)  -0.38
H (-3.054, 2.652, -0.468)  0.42
H (-4.657, 4.645, -0.580)  0.37
H (-5.621, 5.206, -2.835)  0.31
H (-5.006, 3.758, -4.796)  0.38
H (-2.905, 2.390, -4.663)  0.45
H (-0.109, 3.394, -2.758)  0.62
H (1.677, 3.559, -4.542)  0.43
H (2.007, 1.692, -6.140)  0.44
H (0.703, -0.252, -6.068)  0.44
H (-1.077, -0.489, -4.275)  0.85

***

C56H55BiN4O2P2S4 as an isolated structure at a distorted geometry. Source: the Open Molecules 2025 dataset; level of theory: ωB97M-V with the def2-TZVPD basis set.

Its highest occupied orbital energy is -11.57 eV. The calculation puts the energy above the lowest of the compared OMol25 structures with the same formula, charge and spin at 0.775 eV. Its charge is +2. The value obtained for the total energy is -5026.0345 hartree.

Last column: Mulliken charge in e.
CARTESIAN COORDINATES (ANGSTROEM)
Bi (-0.337, 0.073, 0.378)  2.91
C (1.348, -2.152, 5.646)  -0.72
S (1.464, -0.474, 5.004)  0.09
C (0.610, -0.587, 3.502)  0.68
S (0.521, 0.942, 2.660)  -0.76
N (0.105, -1.729, 3.146)  -1.38
N (-0.530, -1.730, 1.930)  1.12
C (-1.258, -2.746, 1.695)  -0.97
C (-2.064, -2.838, 0.465)  0.32
C (-3.022, -3.821, 0.323)  -0.92
C (-3.848, -3.786, -0.796)  -0.49
C (-3.681, -2.777, -1.726)  -1.02
C (-2.672, -1.844, -1.520)  -0.39
N (-1.878, -1.882, -0.455)  0.20
H (1.869, -2.133, 6.602)  0.39
H (0.304, -2.421, 5.787)  0.23
H (1.830, -2.848, 4.964)  0.19
H (-1.327, -3.525, 2.450)  0.45
H (-3.127, -4.593, 1.076)  0.56
H (-4.618, -4.535, -0.930)  0.46
H (-4.309, -2.711, -2.604)  0.54
H (-2.486, -1.053, -2.240)  0.41
C (3.667, -0.792, -1.517)  -2.20
N (3.682, 0.166, -2.562)  0.64
C (2.581, 0.119, -3.498)  -2.27
P (0.873, 0.552, -2.827)  2.27
C (0.582, 2.301, -3.254)  0.55
C (-0.727, 2.781, -3.132)  -0.87
C (-1.026, 4.104, -3.416)  -1.19
C (-0.013, 4.977, -3.801)  -0.19
C (1.293, 4.523, -3.881)  -1.33
C (1.594, 3.193, -3.601)  -0.23
C (-0.071, -0.415, -4.074)  0.40
C (-0.714, 0.115, -5.190)  -0.58
C (-1.316, -0.729, -6.120)  -0.67
C (-1.266, -2.107, -5.957)  -0.71
C (-0.612, -2.646, -4.856)  -0.72
C (-0.029, -1.803, -3.921)  -0.33
C (4.789, 1.041, -2.715)  1.62
C (5.620, 1.336, -1.630)  -0.40
C (6.707, 2.186, -1.775)  -0.80
C (6.997, 2.772, -2.996)  -0.77
C (6.197, 2.463, -4.085)  -0.77
C (5.115, 1.601, -3.955)  -0.50
P (2.560, -0.495, -0.007)  1.46
C (3.028, -2.013, 0.880)  1.26
C (2.243, -3.134, 0.596)  -0.71
C (2.550, -4.376, 1.131)  -0.65
C (3.651, -4.511, 1.967)  -0.72
C (4.460, -3.414, 2.229)  -1.02
C (4.163, -2.175, 1.677)  -0.68
C (3.332, 0.971, 0.729)  1.75
C (3.274, 2.126, -0.055)  -0.26
C (3.814, 3.319, 0.407)  -0.58
C (4.410, 3.370, 1.659)  -0.97
C (4.449, 2.232, 2.454)  -1.19
C (3.905, 1.040, 1.998)  -1.01
H (4.650, -0.881, -1.063)  0.69
H (3.368, -1.783, -1.879)  0.62
H (2.471, -0.892, -3.896)  0.79
H (2.765, 0.771, -4.340)  0.43
H (-1.518, 2.105, -2.822)  0.39
H (-2.047, 4.458, -3.341)  0.64
H (-0.245, 6.009, -4.033)  0.53
H (2.088, 5.202, -4.167)  0.53
H (2.628, 2.871, -3.652)  0.10
H (-0.745, 1.186, -5.346)  0.37
H (-1.809, -0.304, -6.987)  0.45
H (-1.720, -2.758, -6.694)  0.43
H (-0.556, -3.722, -4.730)  0.47
H (0.489, -2.232, -3.064)  0.29
H (5.422, 0.919, -0.652)  0.15
H (7.329, 2.394, -0.911)  0.42
H (7.840, 3.443, -3.102)  0.43
H (6.426, 2.873, -5.061)  0.44
H (4.564, 1.340, -4.848)  0.58
H (1.390, -3.035, -0.072)  0.30
H (1.937, -5.238, 0.894)  0.49
H (3.895, -5.477, 2.392)  0.43
H (5.341, -3.526, 2.850)  0.48
H (4.830, -1.344, 1.860)  0.55
H (2.824, 2.089, -1.044)  -0.72
H (3.782, 4.204, -0.217)  0.58
H (4.841, 4.297, 2.017)  0.51
H (4.896, 2.274, 3.440)  0.44
H (3.909, 0.178, 2.650)  0.59
O (-0.778, 2.545, -0.006)  -0.17
S (-1.279, 3.869, 0.559)  0.26
C (-2.869, 4.146, -0.254)  -0.23
C (-3.888, 3.092, 0.179)  -0.36
C (-4.351, 3.222, 1.651)  -0.86
C (-4.479, 1.890, 2.400)  -1.15
S (-2.836, 1.187, 2.659)  0.73
O (-2.564, 0.365, 1.385)  -0.31
C (-3.127, -0.005, 3.941)  0.44
C (-2.700, 0.296, 5.227)  -0.41
C (-2.896, -0.641, 6.234)  -0.77
C (-3.500, -1.856, 5.941)  -0.49
C (-3.914, -2.146, 4.644)  -0.77
C (-3.727, -1.219, 3.629)  -0.62
C (-0.353, 5.150, -0.268)  0.77
C (0.748, 4.773, -1.020)  0.21
C (1.486, 5.757, -1.666)  -0.42
C (1.124, 7.091, -1.549)  -1.04
C (0.027, 7.455, -0.774)  -0.85
C (-0.718, 6.485, -0.123)  -0.77
H (-2.649, 4.097, -1.321)  -0.35
H (-3.180, 5.161, 0.006)  0.64
H (-3.447, 2.112, 0.002)  -0.06
H (-4.752, 3.163, -0.480)  0.65
H (-5.312, 3.734, 1.690)  0.47
H (-3.651, 3.847, 2.211)  0.36
H (-5.061, 1.136, 1.864)  0.39
H (-4.899, 2.032, 3.398)  0.62
H (-2.211, 1.242, 5.437)  0.47
H (-2.573, -0.421, 7.244)  0.44
H (-3.655, -2.582, 6.730)  0.45
H (-4.393, -3.094, 4.427)  0.45
H (-4.037, -1.426, 2.611)  0.44
H (1.006, 3.726, -1.108)  -0.05
H (2.343, 5.475, -2.269)  0.64
H (1.696, 7.855, -2.062)  0.45
H (-0.246, 8.498, -0.672)  0.43
H (-1.557, 6.778, 0.500)  0.45

***

> Among the records above, which one has the lowest total energy?

C56H55BiN4O2P2S4

***

> Which value of charge does entry 2 give?

+2

***

> Which of these has the lowest total energy?

C56H55BiN4O2P2S4